# 1
{"formula": "C3H13NO3", "method": "the ωB97M-V functional and the def2-TZVPD basis", "symbols": ["C", "C", "C", "N", "H", "H", "H", "H", "H", "H", "H", "O", "H", "H", "O", "H", "H", "O", "H", "H"], "coordinates": [[-1.480, -0.641, 2.579], [-0.630, -0.881, 1.347], [-1.132, -0.986, 0.114], [-0.387, -0.852, -1.094], [-1.036, 0.020, 3.320], [-1.709, -1.596, 3.059], [-2.466, -0.241, 2.345], [0.442, -0.940, 1.512], [-2.212, -1.155, 0.005], [-0.485, -1.742, -1.576], [0.575, -0.641, -0.868], [3.846, -0.715, -1.143], [3.087, -0.143, -0.988], [4.503, -0.503, -0.480], [-1.850, 1.934, -1.695], [-1.704, 0.990, -1.578], [-1.956, 2.330, -2.539], [0.998, 1.465, 0.346], [0.851, 2.187, 0.981], [0.090, 1.138, 0.328]], "forces_ev_per_angstrom": [[-0.4768, -0.8747, -0.2530], [-0.3028, 0.3419, 0.3172], [-0.1667, 0.1778, 0.5743], [-0.8721, -0.8089, 0.6607], [0.2574, -0.0261, -0.1212], [0.2488, -0.0180, 0.3081], [0.0631, 0.1978, -0.2750], [0.0009, 0.2973, -0.1933], [0.3575, 0.4228, -0.2329], [0.4475, 0.2979, -0.4842], [0.1881, -0.2255, -0.2428], [-0.2239, -0.2498, -0.3316], [0.1980, 0.1595, 0.1837], [-0.0226, 0.1807, 0.1912], [-0.0846, 0.4756, 2.4615], [0.1622, 0.0601, -1.2356], [0.0390, -0.6055, -1.2451], [-0.4104, 0.6289, 0.6309], [0.6500, -0.0914, -0.3202], [-0.0526, -0.3404, -0.3928]], "mulliken_charge": [-1.216, -0.112, -0.387, -0.425, 0.322, 0.317, 0.333, 0.389, 0.317, 0.250, 0.163, -0.656, 0.337, 0.312, -0.657, 0.365, 0.291, -0.575, 0.306, 0.328], "homo_energy_ev": -8.8, "relative_energy_kcal_mol": 27.9, "spin_multiplicity": 1, "smiles": "C/C=C/N.O.O.O"}

# 2
{"formula": "C3H13NO3S", "method": "the ωB97M-V functional and the def2-TZVPD basis", "symbols": ["O", "C", "N", "C", "C", "S", "H", "H", "H", "H", "H", "H", "H", "H", "H", "O", "H", "H", "O", "H", "H"], "coordinates": [[-0.606, -0.098, 1.968], [-1.154, 1.091, 1.393], [-1.445, 0.959, 0.002], [-0.401, 1.276, -0.969], [0.893, 0.463, -0.832], [2.362, 1.475, -1.277], [-0.825, -0.849, 1.393], [-2.120, 1.296, 1.863], [-0.422, 1.876, 1.550], [-2.054, 0.170, -0.152], [-0.806, 1.155, -1.961], [-0.263, 2.345, -0.835], [1.039, 0.177, 0.204], [0.851, -0.409, -1.470], [2.178, 2.318, -0.258], [0.149, -3.206, 1.158], [1.048, -3.343, 0.847], [0.185, -2.848, 2.054], [-1.755, -2.400, -0.696], [-2.526, -2.283, -1.259], [-1.744, -3.316, -0.403]], "forces_ev_per_angstrom": [[0.2745, -0.3518, 0.2406], [-0.6347, -0.7787, -0.6199], [-0.0318, 0.2828, -0.0803], [-0.6404, -0.3416, 0.6694], [0.1822, 0.9684, 0.2503], [-0.1898, -0.3888, -0.2216], [-0.0204, 0.2658, 0.0207], [0.2948, 0.2068, 0.4436], [-0.0722, 0.3107, 0.1186], [0.2127, -0.0835, -0.4198], [-0.1747, -0.0335, -0.3669], [0.5987, 0.1462, -0.0994], [-0.0817, -0.2755, -0.0438], [0.2040, -0.2496, -0.0489], [0.0934, 0.1468, 0.0539], [-0.3020, -0.0867, 0.0486], [0.0547, 0.1426, 0.2447], [0.3063, -0.0951, -0.1404], [-0.0890, 0.4103, -0.1209], [-0.0199, -0.2487, 0.0075], [0.0356, 0.0530, 0.0639]], "mulliken_charge": [-0.530, -0.513, -0.324, -0.667, -0.396, -0.234, 0.325, 0.312, 0.337, 0.252, 0.337, 0.386, 0.269, 0.340, 0.106, -0.594, 0.294, 0.308, -0.577, 0.285, 0.286], "homo_energy_ev": -8.7, "relative_energy_kcal_mol": 19.9, "spin_multiplicity": 1, "smiles": "OCNCCS.O.O"}

# 3
{"formula": "C3H13NO4", "method": "the ωB97M-V functional and the def2-TZVPD basis", "symbols": ["O", "C", "C", "N", "C", "O", "H", "H", "H", "H", "H", "H", "H", "H", "H", "O", "H", "H", "O", "H", "H"], "coordinates": [[0.620, -0.741, 1.883], [0.072, -1.538, 0.781], [0.772, -1.129, -0.513], [0.401, 0.280, -0.887], [1.333, 1.353, -0.588], [2.215, 1.542, -1.643], [-0.052, 0.027, 2.103], [0.385, -2.480, 1.065], [-0.905, -1.361, 0.698], [1.948, -1.079, -0.264], [0.572, -1.828, -1.252], [0.229, 0.178, -1.844], [0.681, 2.342, -0.534], [1.968, 1.116, 0.283], [2.798, 0.837, -1.731], [-2.792, -0.066, -0.385], [-2.105, -0.206, -0.942], [-3.207, -0.907, -0.167], [-1.388, 1.364, 1.629], [-1.221, 1.288, 0.747], [-2.324, 1.009, 1.561]], "forces_ev_per_angstrom": [[-2.2397, 1.7991, 0.0267], [4.9434, 2.4687, 0.7991], [2.9717, 2.8225, 3.1979], [-0.5204, -1.9466, 1.8024], [-1.1805, 0.9002, -0.2414], [-0.9136, 2.7176, -1.0752], [1.7068, -2.0066, -0.8109], [-0.0386, -2.4161, 0.1816], [-4.0817, 0.1952, -0.2130], [-2.3624, -0.7059, -0.6127], [-0.2964, -1.0933, -1.7860], [-0.2008, 0.9646, -1.8627], [1.7389, -1.9078, 0.2982], [-1.1223, 0.2127, 0.3025], [1.5812, -2.0020, -0.0341], [-3.7624, 0.7061, 2.8118], [3.4106, -0.7926, -2.6306], [0.1714, 0.0764, -0.2404], [-2.7740, -0.4443, 3.5512], [1.5534, -0.1623, -4.1668], [1.4154, 0.6146, 0.7024]], "mulliken_charge": [-0.582, -0.491, -0.610, -0.178, -0.474, -0.554, 0.392, 0.411, 0.279, 0.242, 0.451, 0.239, 0.259, 0.381, 0.319, -0.613, 0.275, 0.313, -0.693, 0.258, 0.375], "homo_energy_ev": -9.4, "relative_energy_kcal_mol": 72.2, "spin_multiplicity": 1, "smiles": "OCCNCO.O.O"}

# 4
{"formula": "C3H13NO4", "method": "the ωB97M-V functional and the def2-TZVPD basis", "symbols": ["N", "C", "C", "C", "O", "H", "H", "H", "H", "H", "H", "H", "O", "H", "H", "O", "H", "H", "O", "H", "H"], "coordinates": [[0.199, 0.112, -1.512], [-0.542, -0.312, -0.304], [-0.263, -1.866, -0.037], [0.883, -2.514, -0.824], [1.414, -3.516, -0.432], [-0.032, -0.482, -2.294], [0.137, 1.104, -1.634], [-0.048, 0.191, 0.557], [-1.625, -0.009, -0.284], [-1.211, -2.446, -0.195], [-0.064, -2.018, 1.010], [1.226, -1.919, -1.690], [0.175, 2.542, 1.540], [1.069, 2.379, 1.193], [-0.335, 1.750, 1.697], [2.375, 1.301, 0.475], [2.298, 1.180, -0.477], [3.186, 0.904, 0.811], [-2.622, 1.032, 0.789], [-3.457, 0.627, 1.043], [-2.762, 1.959, 0.569]], "forces_ev_per_angstrom": [[0.1945, -0.5816, 1.1540], [0.9241, -0.9117, 0.3771], [-1.4047, 0.6367, -0.8268], [-0.7004, 0.9048, 0.9737], [0.2121, -0.2288, -0.3760], [-0.2216, 0.7486, -0.4079], [-0.4023, 0.1543, -0.6515], [-0.4642, -0.1576, -0.7008], [1.5918, -0.9749, -0.3843], [0.8318, 0.2867, -0.2304], [0.2534, -0.0679, 0.4339], [0.1778, -0.5664, -0.1062], [-0.1607, 1.3374, 0.0381], [-0.5545, -0.7505, 0.2699], [0.3894, -0.4047, -0.1509], [0.0693, 0.2205, 0.3035], [0.2121, -0.4142, -0.0015], [-0.1024, 0.0201, -0.4115], [-0.3944, 0.3800, 0.5322], [-0.1546, 0.3886, 0.0061], [-0.2966, -0.0196, 0.1594]], "mulliken_charge": [-0.622, 0.248, -0.681, 0.037, -0.484, 0.168, 0.215, -0.262, 0.431, 0.302, 0.325, 0.339, -0.662, 0.385, 0.355, -0.663, 0.310, 0.294, -0.606, 0.269, 0.303], "homo_energy_ev": -9.0, "relative_energy_kcal_mol": 56.6, "spin_multiplicity": 1, "smiles": "NCCC=O.O.O.O"}

# 5
{"formula": "C3H13NSi2", "method": "the ωB97M-V functional and the def2-TZVPD basis", "symbols": ["C", "Si", "Si", "N", "C", "C", "H", "H", "H", "H", "H", "H", "H", "H", "H", "H", "H", "H", "H"], "coordinates": [[3.460, 0.347, -0.442], [1.928, -0.707, -0.018], [0.202, 0.773, 0.355], [-1.543, -0.202, -0.214], [-2.574, 0.670, -0.702], [-2.005, -1.129, 0.775], [3.913, 0.768, 0.452], [4.227, -0.232, -0.952], [3.193, 1.178, -1.093], [2.291, -1.523, 1.157], [1.701, -1.656, -1.116], [0.152, 1.973, -0.487], [0.006, 1.233, 1.738], [-3.083, 1.240, 0.089], [-2.146, 1.370, -1.415], [-3.332, 0.072, -1.222], [-2.762, -1.789, 0.333], [-1.167, -1.740, 1.108], [-2.461, -0.645, 1.655]], "forces_ev_per_angstrom": [[-0.3237, -0.0593, 0.0210], [1.2725, 0.2011, -0.1370], [-3.9253, -1.7405, -0.9381], [3.5340, 1.6608, 0.6327], [-0.0562, 0.0660, -0.0201], [-0.1363, -0.0640, 0.1230], [-0.0227, 0.0334, 0.1351], [0.0199, -0.1565, -0.0249], [-0.0263, 0.0279, -0.0700], [-0.2140, -0.0143, 0.2054], [-0.3174, 0.0019, -0.1790], [0.2747, 0.1203, -0.2563], [0.1682, -0.0021, 0.2968], [-0.0812, 0.0756, 0.0369], [-0.1130, 0.1029, -0.0940], [-0.0556, 0.0675, -0.0128], [0.0177, -0.0636, 0.0800], [-0.0270, -0.1957, 0.1515], [0.0118, -0.0614, 0.0499]], "mulliken_charge": [-1.022, 0.405, 0.351, -0.187, -0.912, -0.871, 0.309, 0.306, 0.306, -0.122, -0.114, -0.147, -0.125, 0.308, 0.288, 0.334, 0.328, 0.255, 0.312], "homo_energy_ev": -8.1, "relative_energy_kcal_mol": 51.9, "spin_multiplicity": 1, "smiles": "C[SiH2][SiH2]N(C)C"}

# 6
{"formula": "C3H13O3S", "method": "the ωB97M-V functional and the def2-TZVPD basis", "symbols": ["C", "C", "C", "S", "H", "H", "H", "H", "H", "H", "H", "H", "H", "O", "H", "H", "O", "H", "H", "O"], "coordinates": [[-1.059, 2.428, 1.204], [-1.666, 1.762, -0.032], [-2.200, 0.337, 0.286], [-0.968, -0.939, -0.077], [-0.438, 3.307, 1.025], [-0.389, 1.681, 1.648], [-1.823, 2.613, 1.956], [-2.536, 2.319, -0.380], [-0.891, 1.639, -0.787], [-3.106, 0.276, -0.329], [-2.618, 0.236, 1.291], [3.492, 0.730, 1.463], [4.895, 1.021, 1.070], [4.209, 1.334, 1.671], [-1.188, -2.801, -2.324], [0.054, -3.388, -2.819], [-0.719, -2.919, -3.155], [1.323, -1.002, 0.292], [2.735, -1.051, -0.390], [2.216, -0.594, 0.275]], "forces_ev_per_angstrom": [[0.4220, -0.8774, 0.1529], [-0.1810, -0.3068, 1.0269], [-0.1928, 0.5608, -0.5856], [-0.2048, -0.6950, -0.0133], [-0.3068, 0.1657, -0.1192], [0.0436, 0.0932, 0.0083], [-0.0846, 0.3306, 0.0354], [0.2131, 0.4533, -0.3534], [-0.2786, 0.1892, -0.2563], [0.1797, -0.6350, -0.3026], [0.3986, 0.2605, 0.3157], [-0.7169, -0.2432, -0.1000], [0.0127, 0.2045, 0.1389], [0.5651, -0.0313, -0.1226], [-0.4487, 0.7297, 0.3290], [0.1392, 0.0843, -0.3377], [0.3243, -0.6444, 0.0519], [-0.2167, 0.5059, -0.1237], [-0.2013, -0.1258, -0.1227], [0.5339, -0.0189, 0.3782]], "mulliken_charge": [-1.077, -0.393, -0.673, -0.629, 0.326, 0.252, 0.319, 0.283, 0.261, 0.244, 0.264, 0.377, 0.280, -0.647, 0.304, 0.294, -0.633, 0.208, 0.256, -0.618], "homo_energy_ev": -2.9, "total_charge": -1, "relative_energy_kcal_mol": 19.7, "spin_multiplicity": 1}

no.,frontier orbital gap (eV)
1,9.62
2,9.15
3,9.88
4,9.43
5,8.69
6,6.32